Record 1
C14H28AsFeN4SSe4Si2 as an isolated structure. Source: the OMol25 dataset; level of theory: ωB97M-V with the def2-TZVPD basis set.

Cartesian coordinates (Å):
N: -0.67204 -0.64828 2.24527
C: 0.24646 -1.46284 2.79297
C: 0.43861 -4.98209 0.56812
N: -0.39744 -2.77122 0.94974
H: 2.47909 3.00110 -0.01430
H: -3.07402 1.14950 -2.43185
H: 2.42396 -1.22910 0.55824
Si: 2.11423 0.72603 -0.91476
H: -1.03018 4.88849 -1.85375
H: 1.92984 0.30984 -3.34546
C: -0.23886 2.23305 -3.68668
H: 2.64709 0.28613 1.44408
H: -0.76520 0.63465 3.86850
H: -0.75385 2.87958 -4.40449
C: 1.30567 -3.70212 2.39944
C: 0.41921 -2.65163 2.05370
Fe: -1.47220 -1.07869 0.52053
H: -3.24289 2.22564 -1.05244
H: 1.29525 -0.07120 4.04645
H: 3.88719 2.41490 -0.91596
H: 1.95663 -3.59453 3.25585
As: -0.20057 0.83992 -0.46363
H: 0.46791 4.22477 -1.18249
H: -1.03478 4.12582 -0.25458
Se: -2.77992 -1.80390 -1.31546
C: -2.82925 2.14826 -2.06074
H: 0.40647 -5.88010 -0.03161
C: -2.42356 0.80120 2.68707
H: 2.47116 3.02867 -1.78523
H: 2.30262 -1.17640 -2.46735
H: -3.80012 2.19525 3.12660
C: -0.61064 4.06922 -1.26092
H: -1.05959 -3.95845 -0.58113
H: 3.57664 0.02664 -2.74524
C: 1.31256 -4.85293 1.66128
S: -3.25583 0.14069 1.35399
N: -2.96836 1.75688 3.48548
C: 2.51345 -0.10621 -2.52116
C: -0.37961 -3.91818 0.26104
C: 2.85234 -0.22310 0.49768
Se: -3.66365 -0.45254 -4.79859
H: 3.93694 -0.31433 0.37868
Se: -4.32396 -2.48519 -5.04514
Se: -0.60951 -1.14962 -1.82162
H: -0.31682 1.20017 -4.03793
C: 0.97493 -1.11845 4.05170
N: -1.21455 0.36843 3.00365
H: -2.36773 2.34539 4.03853
C: 2.79300 2.45796 -0.91023
H: -3.31186 2.89394 -2.70158
H: 0.37013 -1.28435 4.95097
Si: -1.00233 2.40710 -2.00980
H: 0.81773 2.51397 -3.66871
H: 1.87760 -1.71545 4.15822
H: 1.98256 -5.66228 1.92504

Output
**⟨S²⟩**: 8.817
**Multiplicity**: 6
**Net charge**: 0
**Highest occupied orbital energy (spin up / spin down)**: -5.48 / -6.94 eV
**Energy relative to the best compared isomer or geometry (same formula, charge and spin)**: 34.5 kcal/mol
**Max |F|**: 2.37 eV/Å

These are the Mulliken partial charges, in e, on atoms 1 to 8: atom 1 (N): 0.479, atom 2 (C): 0.828, atom 3 (C): -0.961, atom 4 (N): 0.237, atom 5 (H): 0.305, atom 6 (H): -0.063, atom 7 (H): 0.109, atom 8 (Si): 0.251

***

Record 2
A 3-piece molecular cluster, C14H28BBrO5P overall. Source: the OMol25 dataset; level of theory: ωB97M-V with the def2-TZVPD basis set.

Cartesian coordinates (Å):
H: -2.47996 3.23288 2.59466
O: -3.68388 3.42229 4.25190
H: -0.13926 -1.87075 1.84435
H: 1.21012 -0.56142 2.09253
H: -1.75327 5.63295 4.09412
H: 3.57258 -1.67433 0.58408
C: 4.44975 0.18319 -0.59328
Br: -0.83859 1.88120 0.97136
H: 2.49594 -1.84804 -1.47661
H: -3.25123 6.57664 4.41452
H: -3.64728 -4.57476 -2.67229
H: -2.06568 -3.65148 -4.94888
H: -2.81479 5.54801 1.90959
O: -0.97522 -3.47636 -3.21336
H: 0.88372 -2.69519 -1.96479
H: -2.73924 -5.94323 -4.46364
H: -1.25360 -6.22911 -3.54210
H: -4.22963 3.25254 2.26244
C: -2.64287 -4.97330 -2.50455
C: -3.40313 5.19271 2.75975
C: 0.84408 -1.40056 1.36174
H: -2.65566 -5.74296 -1.72939
C: 1.38222 -1.62932 -1.76736
C: -3.43486 3.69101 2.87293
C: -3.31437 4.50734 4.99374
H: 3.70251 -0.02473 -1.47110
H: 5.53085 0.41124 -1.02523
H: -0.49393 -4.48917 -4.95325
B: 0.28388 1.10034 -0.53675
H: 1.29796 -1.06401 -2.81356
H: -0.20526 1.36217 -1.58073
O: 2.54082 1.42778 0.67826
C: 4.56747 -1.06890 0.46971
O: -1.67225 -3.30829 -1.04162
C: 1.74005 1.86149 -0.48142
C: -2.02101 -5.48252 -3.78024
H: 4.64281 1.51221 1.25229
H: 1.50761 3.01886 -0.30185
C: -1.37155 -4.24714 -4.34677
P: 0.35297 -0.80639 -0.38539
H: 1.63017 -2.29852 1.35556
H: 5.39061 -1.80271 0.02110
O: -3.33157 4.54514 6.21294
H: 4.88726 -0.67716 1.53496
H: -4.42407 5.57811 2.64947
H: 4.20540 2.48895 -0.31926
H: 2.33971 1.83645 -1.51074
C: 3.95512 1.51181 0.28002
C: -2.84662 5.61299 4.09656
C: -1.72484 -3.84796 -2.13440

Output
**Net charge**: -1
**Highest occupied orbital energy**: -2.68 eV
**Max |F|**: 3.38 eV/Å

These are the Mulliken partial charges, in e, on atoms 1 to 8: atom 1 (H): -0.119, atom 2 (O): -0.370, atom 3 (H): 0.283, atom 4 (H): 0.231, atom 5 (H): 0.250, atom 6 (H): -0.105, atom 7 (C): -0.099, atom 8 (Br): -0.312

***

Record 3
One molecule with the formula C14H28BN3O4. Source: the OMol25 dataset; level of theory: ωB97M-V with the def2-TZVPD basis set.

Cartesian coordinates (Å):
C: -2.25289 1.26077 0.36893
H: 0.30795 -5.42711 2.00765
H: -0.80913 0.17028 -0.89568
H: 2.48819 -1.89464 1.48137
H: -4.21607 0.75067 -0.07671
H: -0.41161 3.17319 -0.53254
H: -2.82553 -0.21228 1.80114
C: 1.35512 -4.21094 0.54335
H: 0.35571 -2.57117 -0.45854
C: 0.54061 -1.92876 2.16183
C: -0.38034 2.27642 -1.18515
H: 2.87610 1.11462 -5.07103
H: 1.02232 0.26432 0.63680
H: -3.31366 0.91318 -1.37427
C: 0.26656 -4.38392 1.59817
H: -0.31247 -3.51561 3.50775
C: 0.09114 0.81646 0.90188
H: 0.67128 3.41022 -3.55044
H: 1.70069 4.09601 -2.25166
O: -1.76127 3.50430 0.84060
C: -0.81450 1.09767 -0.29272
H: 2.11905 -2.57744 -0.71466
H: 1.68675 1.82559 -1.13041
N: -0.74654 0.11791 1.89438
H: -2.31015 1.35954 2.53690
C: -2.61437 2.73340 0.54103
O: 2.15842 1.66332 -4.69798
H: 0.90646 -1.24815 2.96626
H: 4.19271 3.22332 -2.56219
H: -1.60082 -1.80352 2.20614
N: -3.26445 0.55742 -0.42925
H: 0.44179 1.72720 1.38103
C: -0.74537 -1.35012 1.68818
O: 3.88217 2.60738 -3.26296
C: 0.94130 2.06449 -1.90467
H: 0.82231 1.15759 -2.49129
O: -3.89922 3.12768 0.40329
H: 1.24074 -4.90662 -0.29130
B: 2.55929 2.50329 -3.66262
H: 2.36018 -4.41838 0.92601
H: -1.12550 2.41366 -1.98777
H: -0.72681 -4.24791 1.12029
C: -2.13911 0.63296 1.75892
C: 1.33310 -2.75925 0.02475
H: -0.97592 -1.57904 0.65461
H: -3.89642 4.09736 0.60123
C: 1.43385 3.19171 -2.77968
C: 0.46453 -3.37560 2.73551
N: 1.52516 -1.82692 1.08865
H: 1.39862 -3.61459 3.22686

Output
**Structure (SMILES)**: N[C@@]1(C(=O)O)CN(C[C@H]2CCCCN2)C[C@@H]1CCCB(O)O
**Net charge**: 0
**Highest occupied orbital energy**: -8.16 eV
**Energy relative to the best compared isomer or geometry (same formula, charge and spin)**: 7.0 kcal/mol
**Max |F|**: 2.15 eV/Å

These are the Mulliken partial charges, in e, on atoms 1 to 8: atom 1 (C): 2.112, atom 2 (H): 0.352, atom 3 (H): 0.240, atom 4 (H): 0.321, atom 5 (H): 0.295, atom 6 (H): 0.489, atom 7 (H): 0.461, atom 8 (C): -0.810

***

Record 4
A 9-piece molecular cluster, C14H28Cl10F6O9P overall. Source: the OMol25 dataset; level of theory: ωB97M-V with the def2-TZVPD basis set.

Cartesian coordinates (Å):
C: 7.47422 1.61726 36.39820
O: 6.91339 2.41433 35.71094
C: 12.27497 0.42136 36.08761
Cl: 15.07929 5.32185 38.58137
F: 12.20446 2.11118 38.40205
H: 5.10872 -0.68487 38.38101
C: 7.42173 -0.08144 34.76317
H: 7.30953 0.20508 38.63366
C: 7.38498 -2.25563 38.31482
Cl: 12.83843 6.50768 40.19455
Cl: 12.65992 0.73618 45.05095
H: 7.97162 0.50164 34.02318
Cl: 12.72192 -3.28263 40.14476
H: 8.32340 1.27812 39.49860
C: 9.68371 -2.74423 38.47645
O: 5.43711 4.26879 37.39528
Cl: 10.16998 2.17565 45.60684
H: 11.10719 1.60410 43.53625
H: 7.73743 -1.11282 34.65976
H: 7.08764 3.95632 40.87657
Cl: 13.81861 -1.79962 42.37668
C: 12.32998 -2.24889 41.50635
H: 11.68724 1.29946 36.30778
O: 7.91710 1.91260 37.61153
C: 4.48344 2.30492 38.94934
H: 15.06717 6.15798 40.81542
P: 11.98361 1.60918 39.90598
C: 11.00432 1.09408 44.48881
C: 8.18863 0.84677 38.51247
H: 10.39655 -3.14702 37.75591
H: 15.01516 0.59138 41.73857
F: 11.46600 0.18502 39.34458
H: 11.70615 -2.78429 42.21481
H: 11.82358 -1.33705 41.20384
F: 10.47200 2.19018 39.98782
O: 5.56091 3.15108 39.32414
F: 11.88613 1.08095 41.46646
H: 4.90402 -2.38455 38.64619
F: 12.55340 3.00531 40.48421
H: 10.09101 -1.88104 38.98935
H: 6.35544 0.09168 34.62266
O: 7.00016 4.74081 38.90570
H: 9.04356 0.22270 38.26492
O: 7.72325 0.35473 36.08663
H: 10.50647 0.14616 44.32291
O: 6.45453 -2.04346 37.37732
Cl: 11.28548 -0.97216 35.58518
H: 8.40793 3.57877 39.79749
H: 9.48365 -3.64467 39.06556
C: 5.93649 4.10646 38.45545
C: 7.70335 4.36177 40.06716
C: 14.38730 5.62621 40.15344
H: 8.20635 5.19552 40.55122
H: 14.30699 4.64689 40.62107
H: 12.86078 0.08622 36.93165
C: 15.32582 1.35318 42.44573
H: 14.39815 1.72704 42.87175
Cl: 16.15949 2.63680 41.62131
O: 8.49713 -2.58017 37.67298
O: 7.20723 -2.17990 39.49471
H: 4.77599 1.57709 38.19320
H: 3.71619 2.93683 38.48718
Cl: 16.24476 0.64723 43.79716
C: 5.18713 -1.65517 37.88356
H: 4.08119 1.91020 39.87668
Cl: 13.35943 0.97085 34.76955
H: 4.48425 -1.63623 37.05640
F: 13.51308 1.02831 39.92557

Output
**Net charge**: -1
**Highest occupied orbital energy**: -8.34 eV
**Energy relative to the best compared isomer or geometry (same formula, charge and spin)**: 17.9 kcal/mol
**Max |F|**: 2.42 eV/Å

These are the Mulliken partial charges, in e, on atoms 1 to 8: atom 1 (C): 0.479, atom 2 (O): -0.591, atom 3 (C): 0.210, atom 4 (Cl): -0.159, atom 5 (F): -0.440, atom 6 (H): 0.182, atom 7 (C): -0.880, atom 8 (H): -0.226

***

Number 1: molar mass 787.25 g/mol, E_tot -404136.482 eV. Number 2: molar mass 398.06 g/mol, E_tot -105216.436 eV. Number 3: molar mass 313.21 g/mol, E_tot -28311.693 eV. Number 4: molar mass 839.86 g/mol, E_tot -184226.992 eV.